[1]
9 unconnected molecules or ions with the total composition C27H72O9 at a distorted geometry. Source: the Open Molecules 2025 dataset; level of theory: ωB97M-V with the def2-TZVPD basis set.

```
108
Properties=species:S:1:pos:R:3:forces:R:3
C -1.274 -18.909 -4.348 0.09 -0.44 0.48
C -0.622 -19.280 -3.008 0.47 0.48 -1.29
C -1.400 -20.356 -2.300 -0.38 -0.20 -0.01
O 0.695 -19.794 -3.259 0.03 -0.28 0.52
H -2.309 -18.621 -4.152 -0.02 0.08 -0.27
H -1.241 -19.798 -4.980 -0.19 0.05 -0.10
H -0.722 -18.114 -4.849 -0.08 0.10 0.05
H -0.531 -18.340 -2.454 -0.02 -0.24 0.49
H -0.875 -20.793 -1.452 -0.01 0.29 0.16
H -1.611 -21.193 -2.972 0.15 0.09 -0.16
H -2.375 -19.960 -2.009 0.09 -0.01 0.26
H 1.213 -19.222 -3.835 -0.43 0.19 -0.22
C -1.687 -15.543 -2.284 0.17 -0.30 -0.95
C -2.915 -15.443 -3.213 0.84 0.07 1.43
C -4.170 -15.317 -2.357 -0.51 0.93 -0.94
O -2.753 -14.284 -4.032 -0.28 -0.17 -0.25
H -0.778 -15.577 -2.890 0.00 -0.10 -0.05
H -1.712 -16.454 -1.685 -0.09 0.16 0.22
H -1.590 -14.650 -1.664 -0.26 -0.11 0.23
H -2.935 -16.294 -3.892 -0.12 0.01 -0.03
H -5.006 -15.062 -3.017 -0.05 -0.25 0.06
H -4.039 -14.418 -1.747 -0.02 -0.22 0.31
H -4.461 -16.164 -1.742 0.33 -0.16 0.02
H -2.471 -13.552 -3.473 -0.06 0.03 -0.06
C 4.289 -17.469 -4.882 0.10 0.02 0.26
C 2.930 -17.612 -4.176 1.61 0.99 -0.28
C 2.696 -16.483 -3.162 -0.24 -0.79 0.00
O 1.903 -17.664 -5.150 -0.28 -0.40 0.48
H 4.495 -16.435 -5.173 -0.13 0.01 -0.09
H 4.329 -18.105 -5.766 -0.08 0.00 -0.01
H 5.106 -17.777 -4.225 -0.05 0.06 0.05
H 3.013 -18.554 -3.631 -0.61 -0.17 -0.13
H 3.466 -16.466 -2.390 0.09 -0.03 -0.08
H 1.747 -16.705 -2.667 -0.07 0.33 0.05
H 2.659 -15.508 -3.644 -0.06 0.02 -0.06
H 1.980 -16.890 -5.729 -0.10 -0.18 -0.21
C 0.551 -14.663 -5.662 -0.51 0.19 -0.98
C 0.507 -14.862 -7.178 0.32 0.15 0.10
C 0.550 -13.573 -7.987 -0.23 0.29 0.34
O 1.627 -15.683 -7.552 -0.28 -0.65 -0.03
H 1.509 -14.193 -5.427 -0.24 0.35 0.37
H 0.482 -15.610 -5.132 -0.02 -0.10 -0.05
H -0.343 -14.082 -5.424 0.36 0.29 0.48
H -0.432 -15.353 -7.437 0.32 -0.49 -0.02
H -0.164 -12.850 -7.583 0.15 0.03 0.06
H 0.260 -13.720 -9.026 0.16 -0.26 -0.02
H 1.559 -13.152 -7.966 -0.06 0.15 0.05
H 2.434 -15.214 -7.314 -0.06 0.18 -0.13
C -4.990 -21.239 -5.407 -0.94 -0.09 -0.43
C -4.625 -20.471 -6.677 -0.21 -0.02 0.32
C -3.382 -21.039 -7.304 1.29 0.19 -0.33
O -5.729 -20.614 -7.568 -0.53 -0.27 0.08
H -5.820 -20.749 -4.892 0.17 0.16 0.09
H -4.177 -21.422 -4.709 0.18 0.16 -0.12
H -5.413 -22.197 -5.725 0.27 -0.12 0.06
H -4.554 -19.398 -6.449 0.49 -0.27 0.07
H -3.485 -22.083 -7.603 -0.32 -0.03 0.18
H -2.515 -20.982 -6.636 -0.21 -0.04 0.16
H -3.042 -20.507 -8.199 -0.35 0.15 -0.02
H -5.614 -20.057 -8.342 0.19 0.07 0.00
C -4.220 -16.690 -6.622 -0.07 0.02 -0.41
C -3.775 -15.567 -7.569 -0.34 -0.66 0.68
C -4.924 -14.771 -8.138 -0.79 0.62 0.20
O -2.877 -14.720 -6.878 0.64 0.27 -0.50
H -4.851 -16.323 -5.808 -0.10 0.10 -0.11
H -3.349 -17.166 -6.169 0.10 -0.02 -0.10
H -4.763 -17.457 -7.183 -0.10 0.11 0.16
H -3.273 -16.054 -8.414 0.44 0.24 0.20
H -4.611 -14.034 -8.879 0.25 -0.13 -0.01
H -5.412 -14.195 -7.343 0.07 -0.09 0.06
H -5.714 -15.375 -8.593 0.21 -0.23 -0.03
H -3.031 -14.693 -5.921 -0.18 -0.02 -0.15
C 3.057 -22.099 -2.518 0.95 0.72 0.63
C 2.022 -23.093 -2.947 -0.33 -0.54 -0.19
C 1.663 -24.062 -1.829 0.04 -0.65 0.15
O 0.830 -22.557 -3.486 -0.27 0.51 -0.02
H 3.377 -21.356 -3.254 -0.36 -0.22 -0.33
H 3.971 -22.640 -2.255 -0.07 -0.06 0.02
H 2.794 -21.522 -1.624 -0.31 -0.16 -0.04
H 2.471 -23.709 -3.741 -0.04 0.10 0.02
H 2.538 -24.644 -1.521 0.03 0.10 -0.01
H 0.933 -24.785 -2.198 0.01 0.05 -0.09
H 1.225 -23.629 -0.926 0.10 0.42 -0.16
H 0.774 -21.584 -3.377 0.33 -0.40 -0.03
C -3.929 -22.059 -0.012 0.34 -0.84 -0.36
C -5.418 -21.889 0.269 0.55 0.87 0.78
C -6.097 -20.915 -0.674 -0.42 -0.20 -0.23
O -6.138 -23.111 0.333 0.32 0.05 -0.34
H -3.328 -21.154 0.083 -0.40 0.30 -0.23
H -3.785 -22.496 -1.005 0.11 0.24 -0.08
H -3.441 -22.749 0.683 -0.39 -0.16 0.11
H -5.443 -21.453 1.273 -0.43 -0.19 0.08
H -5.599 -19.947 -0.712 0.08 -0.03 -0.02
H -7.134 -20.767 -0.365 0.06 0.09 0.13
H -6.162 -21.333 -1.685 0.28 0.07 -0.04
H -6.266 -23.386 -0.586 -0.06 -0.17 0.16
C -3.361 -26.720 -1.708 0.54 -0.15 1.24
C -3.497 -25.202 -1.883 0.64 -1.96 -1.53
C -2.118 -24.585 -2.064 0.12 1.25 0.71
O -4.269 -25.015 -3.083 -0.43 0.66 0.46
H -2.800 -27.190 -2.518 -0.22 0.11 -0.22
H -4.311 -27.225 -1.537 -0.15 0.15 -0.38
H -2.780 -26.942 -0.801 0.03 0.13 -0.10
H -4.058 -24.850 -1.020 -0.01 0.59 -0.26
H -2.171 -23.548 -2.412 -0.29 0.00 0.13
H -1.436 -25.036 -2.787 -0.37 -0.61 0.04
H -1.607 -24.532 -1.098 0.12 -0.16 -0.06
H -3.778 -25.428 -3.800 0.01 0.01 0.00
```
Forces are in eV/Å.

Results
SMILES string: CC(C)O.CC(C)O.CC(C)O.CC(C)O.CC(C)O.CC(C)O.CC(C)O.CC(C)O.CC(C)O
Orbital gap (eV): 9.928
Net charge: 0
Highest occupied orbital energy (hartree): -0.349
Maximum force (eV/A): 2.6

Here are the Mulliken charges for atoms 1 to 99, given in e: atom 1 (C): -0.884, atom 2 (C): 1.368, atom 3 (C): -1.733, atom 4 (O): -0.341, atom 5 (H): 0.235, atom 6 (H): 0.201, atom 7 (H): 0.033, atom 8 (H): -0.254, atom 9 (H): 0.394, atom 10 (H): 0.179, atom 11 (H): 0.516, atom 12 (H): 0.040, atom 13 (C): -1.312, atom 14 (C): 1.672, atom 15 (C): -1.536, atom 16 (O): -0.624, atom 17 (H): 0.167, atom 18 (H): 0.363, atom 19 (H): 0.508, atom 20 (H): -0.590, atom 21 (H): 0.382, atom 22 (H): 0.321, atom 23 (H): 0.337, atom 24 (H): 0.327, atom 25 (C): -1.656, atom 26 (C): 1.033, atom 27 (C): -0.934, atom 28 (O): -0.534, atom 29 (H): 0.338, atom 30 (H): 0.395, atom 31 (H): 0.441, atom 32 (H): 0.056, atom 33 (H): 0.484, atom 34 (H): 0.033, atom 35 (H): 0.202, atom 36 (H): 0.142, atom 37 (C): -0.330, atom 38 (C): 0.731, atom 39 (C): -1.478, atom 40 (O): -0.619, atom 41 (H): 0.367, atom 42 (H): -0.323, atom 43 (H): 0.259, atom 44 (H): -0.086, atom 45 (H): 0.340, atom 46 (H): 0.350, atom 47 (H): 0.391, atom 48 (H): 0.409, atom 49 (C): -1.438, atom 50 (C): 1.721, atom 51 (C): -1.227, atom 52 (O): -0.616, atom 53 (H): 0.370, atom 54 (H): 0.283, atom 55 (H): 0.387, atom 56 (H): -0.681, atom 57 (H): 0.349, atom 58 (H): 0.153, atom 59 (H): 0.370, atom 60 (H): 0.340, atom 61 (C): -0.798, atom 62 (C): 0.672, atom 63 (C): -1.599, atom 64 (O): -0.420, atom 65 (H): 0.243, atom 66 (H): -0.043, atom 67 (H): 0.415, atom 68 (H): 0.310, atom 69 (H): 0.362, atom 70 (H): 0.332, atom 71 (H): 0.390, atom 72 (H): 0.224, atom 73 (C): -1.424, atom 74 (C): 0.808, atom 75 (C): -1.279, atom 76 (O): -0.466, atom 77 (H): 0.285, atom 78 (H): 0.465, atom 79 (H): 0.323, atom 80 (H): 0.109, atom 81 (H): 0.439, atom 82 (H): 0.215, atom 83 (H): 0.287, atom 84 (H): 0.323, atom 85 (C): -0.844, atom 86 (C): 0.406, atom 87 (C): -1.181, atom 88 (O): -0.570, atom 89 (H): 0.445, atom 90 (H): -0.113, atom 91 (H): 0.369, atom 92 (H): 0.285, atom 93 (H): 0.333, atom 94 (H): 0.350, atom 95 (H): 0.194, atom 96 (H): 0.362, atom 97 (C): -1.619, atom 98 (C): 0.673, atom 99 (C): -0.959


[2]
A molecular structure, C27H74Li5N6O14 at a distorted geometry. Source: the Open Molecules 2025 dataset; level of theory: ωB97M-V with the def2-TZVPD basis set.

```
126
Properties=species:S:1:pos:R:3:forces:R:3
Li 2.005 1.878 2.207 -0.08 -1.11 0.20
Li -1.522 1.825 0.223 1.17 -0.46 -0.23
Li -1.273 0.451 2.698 1.43 -0.67 0.93
Li 1.050 2.523 -0.610 0.51 -0.80 -1.15
Li -2.204 1.022 -2.342 0.92 0.01 -1.43
O -0.344 1.037 -1.312 -1.66 1.23 1.63
C -0.139 -0.252 -0.719 0.33 -0.05 0.77
C 0.590 -0.297 0.677 1.96 0.15 -0.60
O 0.390 0.747 1.627 -2.09 1.11 -1.14
H 0.428 -0.820 -1.457 0.18 -0.37 0.37
H -1.052 -0.844 -0.552 -0.48 0.36 -0.31
H 1.676 -0.303 0.496 0.03 0.10 -0.41
H 0.481 -1.292 1.118 -0.74 0.01 0.02
C -4.078 -2.584 1.425 1.39 -1.30 0.79
O -4.063 -3.790 1.327 -0.44 0.60 -0.62
N -3.416 -1.750 0.539 -0.03 0.41 -0.39
N -4.499 -1.947 2.563 0.30 -0.25 -0.72
H -2.925 -2.117 -0.259 -0.15 -0.30 0.13
H -3.288 -0.785 0.766 -0.13 0.15 -0.11
H -4.405 -0.952 2.559 -0.95 0.17 0.58
H -5.109 -2.507 3.138 -0.13 0.54 0.26
C 6.235 1.585 -2.958 1.68 0.63 0.29
O 4.924 1.119 -2.718 0.03 -0.39 -0.28
C 4.957 -0.298 -2.777 -1.43 -0.98 -0.29
C 3.606 -0.906 -2.368 0.31 0.91 -0.97
N 2.563 -0.470 -3.305 0.15 0.85 0.96
C 2.560 -1.095 -4.611 -1.59 -0.01 -0.46
C 1.243 -0.796 -5.345 0.33 0.13 0.41
O 0.213 -1.682 -4.931 0.32 0.47 0.12
C -1.012 -1.339 -5.544 -0.61 -1.31 -0.58
H 6.814 1.165 -3.789 -0.78 -0.72 -0.18
H 6.846 1.364 -2.075 0.03 0.20 0.04
H 6.329 2.647 -3.189 -0.83 0.13 0.46
H 5.702 -0.763 -2.126 0.43 0.34 -0.18
H 5.071 -0.600 -3.820 0.73 -0.07 0.04
H 3.371 -0.492 -1.386 -0.26 -0.41 0.16
H 3.639 -1.999 -2.403 0.41 -0.03 0.55
H 1.699 -0.571 -2.793 -0.38 -0.31 -0.64
H 2.596 -2.190 -4.575 0.54 -0.06 0.02
H 3.333 -0.675 -5.251 0.33 -0.20 0.24
H 1.441 -0.849 -6.418 -0.31 -0.12 -0.08
H 0.866 0.194 -5.080 0.49 0.31 -0.27
H -1.792 -1.925 -5.058 -0.02 0.26 0.27
H -1.034 -1.709 -6.574 0.20 0.23 -0.13
H -1.268 -0.278 -5.568 0.24 0.09 0.37
C 4.661 3.254 7.693 -0.43 1.02 -0.64
O 4.265 2.771 6.393 -0.66 -1.19 0.65
C 2.876 2.828 6.214 -0.32 1.73 -0.53
C 2.588 2.872 4.706 -2.14 -1.52 0.97
N 2.110 1.581 4.153 2.11 -0.23 -1.62
C 3.185 0.560 4.089 -0.85 -0.31 1.05
C 4.368 0.943 3.216 -0.49 -1.20 0.99
O 3.842 0.934 1.890 0.04 -0.03 0.18
C 4.832 1.099 0.909 1.26 1.80 -1.92
H 4.608 4.339 7.551 0.74 0.08 0.52
H 5.644 2.857 7.919 0.04 0.22 -0.02
H 3.966 3.070 8.515 -0.10 -0.69 -0.23
H 2.464 3.771 6.604 0.39 0.26 0.13
H 2.238 2.109 6.744 0.52 -0.72 -0.10
H 3.484 3.211 4.194 -0.24 0.23 -0.21
H 1.664 3.418 4.484 0.67 1.20 0.38
H 1.281 1.171 4.557 -0.05 0.48 0.42
H 2.687 -0.334 3.700 0.40 -0.08 -0.34
H 3.470 0.271 5.106 0.53 0.24 -0.07
H 5.109 0.151 3.350 0.05 -0.02 -0.29
H 4.872 1.869 3.502 -0.24 0.19 -0.23
H 5.899 1.033 1.146 -0.32 -0.46 1.19
H 4.782 2.143 0.565 -0.13 -0.17 -0.28
H 4.773 0.466 0.023 -0.83 -0.24 0.28
C -1.426 2.962 3.892 -0.23 0.67 1.17
O -1.001 1.658 4.269 -0.99 -0.67 -0.07
C -1.744 1.054 5.366 -0.76 -1.42 0.00
C -2.543 -0.182 4.799 0.17 0.20 1.03
N -1.741 -1.175 4.137 2.07 -0.25 -2.12
C -0.707 -1.998 4.818 -0.81 -0.04 1.97
C -0.547 -3.473 4.394 0.11 0.90 -0.33
O -0.206 -3.621 3.027 -0.02 1.14 0.45
C 1.167 -3.313 2.784 0.26 -1.37 0.27
H -0.997 3.641 4.633 0.23 0.44 -0.58
H -2.501 3.164 3.964 -0.13 -0.61 -0.04
H -1.129 3.176 2.863 0.44 0.02 0.15
H -2.434 1.709 5.902 -0.15 0.46 -0.70
H -1.095 0.758 6.191 0.59 -0.20 -0.49
H -3.247 0.191 4.046 -0.18 0.17 0.12
H -3.141 -0.676 5.573 -0.10 0.55 0.36
H -2.241 -1.745 3.467 -0.44 -0.12 0.36
H -1.021 -2.138 5.863 -0.23 0.13 0.10
H 0.238 -1.478 4.984 0.15 0.14 -0.78
H -1.458 -4.019 4.634 -0.13 -0.03 -0.51
H 0.238 -3.914 5.015 0.05 0.10 0.09
H 1.351 -3.474 1.722 0.03 0.03 0.03
H 1.696 -4.089 3.348 0.59 0.31 -0.19
H 1.543 -2.327 3.073 -0.51 0.14 0.15
C -7.212 -2.540 -6.253 -1.10 0.34 0.13
O -6.885 -1.302 -5.640 1.16 -0.05 -0.31
C -6.235 -1.443 -4.414 -0.31 1.52 1.13
C -5.725 -0.068 -3.969 0.26 0.36 0.28
N -4.697 0.561 -4.786 0.65 -0.95 -0.40
C -4.333 1.883 -4.350 -0.13 -0.02 -0.87
C -3.015 2.385 -4.945 -0.23 0.51 0.73
O -1.904 2.007 -4.115 -0.08 -1.39 0.36
C -0.653 2.319 -4.713 0.35 1.33 0.44
H -6.341 -3.104 -6.585 0.01 -0.07 0.22
H -7.849 -2.295 -7.102 0.25 -0.01 -0.13
H -7.867 -3.072 -5.555 0.35 -0.51 -0.10
H -5.405 -2.143 -4.277 -0.04 -0.36 -0.94
H -6.975 -1.683 -3.641 -0.03 -0.38 0.03
H -5.221 -0.218 -3.002 -0.36 -0.11 0.27
H -6.550 0.637 -3.806 -0.25 -0.23 -0.02
H -4.930 0.520 -5.771 -0.11 0.11 0.02
H -4.310 1.841 -3.250 0.19 0.34 0.14
H -5.094 2.626 -4.623 -0.09 0.12 0.28
H -3.005 3.478 -4.920 -0.18 0.02 -0.40
H -2.855 2.022 -5.961 -0.11 -0.05 0.00
H -0.608 3.409 -4.799 0.15 0.02 -0.15
H -0.428 1.908 -5.696 -0.58 -0.37 0.02
H 0.131 2.026 -4.025 -0.03 -0.20 0.00
O 2.212 2.433 -2.470 -0.80 0.17 0.99
H 1.401 1.926 -2.612 0.26 -0.32 -0.54
H 2.907 1.873 -2.872 0.18 -0.08 0.23
O -0.880 -4.445 0.617 0.90 0.60 -0.15
H -1.755 -4.065 0.573 -0.57 -0.22 0.19
H -0.481 -4.067 1.429 -0.95 -0.67 -0.64
O 0.200 -3.444 -2.666 0.24 0.37 -0.09
H 0.510 -2.800 -3.327 -0.38 -0.27 0.00
H -0.081 -2.925 -1.908 0.01 -0.25 0.13
```
Forces are in eV/Å.

Results
Orbital gap (eV): 4.856
Net charge: +3
Highest occupied orbital energy (hartree): -0.551
Maximum force (eV/A): 3.0

Here are the Mulliken charges for atoms 1 to 99, given in e: atom 1 (Li): 0.559, atom 2 (Li): 1.034, atom 3 (Li): 0.627, atom 4 (Li): 0.829, atom 5 (Li): 0.689, atom 6 (O): -0.933, atom 7 (C): 2.449, atom 8 (C): 0.410, atom 9 (O): -0.842, atom 10 (H): -1.199, atom 11 (H): -0.547, atom 12 (H): -0.331, atom 13 (H): -0.425, atom 14 (C): 0.525, atom 15 (O): -0.555, atom 16 (N): -0.139, atom 17 (N): -0.308, atom 18 (H): 0.124, atom 19 (H): 0.006, atom 20 (H): 0.098, atom 21 (H): 0.205, atom 22 (C): -0.938, atom 23 (O): -0.207, atom 24 (C): -1.042, atom 25 (C): 0.476, atom 26 (N): 0.714, atom 27 (C): -0.875, atom 28 (C): -0.278, atom 29 (O): -0.276, atom 30 (C): -0.775, atom 31 (H): 0.345, atom 32 (H): 0.315, atom 33 (H): 0.296, atom 34 (H): 0.484, atom 35 (H): 0.644, atom 36 (H): -0.753, atom 37 (H): 0.496, atom 38 (H): -0.690, atom 39 (H): 0.383, atom 40 (H): 0.497, atom 41 (H): 0.482, atom 42 (H): -0.233, atom 43 (H): 0.254, atom 44 (H): 0.396, atom 45 (H): 0.175, atom 46 (C): -0.836, atom 47 (O): -0.275, atom 48 (C): -0.890, atom 49 (C): -0.827, atom 50 (N): 0.364, atom 51 (C): 0.001, atom 52 (C): -0.984, atom 53 (O): 0.049, atom 54 (C): -0.791, atom 55 (H): 0.345, atom 56 (H): 0.238, atom 57 (H): 0.337, atom 58 (H): 0.568, atom 59 (H): 0.404, atom 60 (H): 0.465, atom 61 (H): 0.437, atom 62 (H): -0.513, atom 63 (H): -0.261, atom 64 (H): 0.559, atom 65 (H): 0.472, atom 66 (H): 0.619, atom 67 (H): 0.415, atom 68 (H): 0.341, atom 69 (H): -0.059, atom 70 (C): -1.024, atom 71 (O): 0.431, atom 72 (C): -0.736, atom 73 (C): -0.706, atom 74 (N): 0.112, atom 75 (C): -0.839, atom 76 (C): -0.990, atom 77 (O): -0.412, atom 78 (C): -0.654, atom 79 (H): 0.285, atom 80 (H): 0.450, atom 81 (H): 0.191, atom 82 (H): 0.498, atom 83 (H): 0.372, atom 84 (H): 0.113, atom 85 (H): 0.485, atom 86 (H): 0.293, atom 87 (H): 0.397, atom 88 (H): 0.401, atom 89 (H): 0.400, atom 90 (H): 0.400, atom 91 (H): 0.316, atom 92 (H): 0.461, atom 93 (H): 0.003, atom 94 (C): -0.761, atom 95 (O): -0.322, atom 96 (C): -0.683, atom 97 (C): -0.518, atom 98 (N): -0.061, atom 99 (C): -0.988


Q: Among the records above, which one has the lowest orbital gap?
A: C27H74Li5N6O14